Record 1
ORCA calculation (ωB97M-V/def2-TZVPD) on 2 unconnected molecules or ions with the total composition C6H8N2O in a non-equilibrium geometry.

```
17
Properties=species:S:1:pos:R:3:mulliken_charge:R:1
O -0.2446 2.1974 0.9020 -0.697
N -1.1836 1.5551 0.5373 0.529
N -1.3220 -2.4885 0.8831 -0.488
C 2.5912 0.3878 0.1902 -1.220
C 1.5246 -0.4936 0.7228 0.289
C -0.4848 -1.8112 0.4864 0.259
C 0.5144 -0.9611 -0.0133 -0.525
C -1.9835 0.7961 0.1922 0.406
C -3.1553 0.0984 -0.2674 -1.123
H -4.0467 0.7059 -0.1131 0.316
H 2.7259 1.2538 0.8360 0.310
H 0.4235 -0.7044 -1.0614 0.321
H -3.0608 -0.1292 -1.3305 0.267
H 3.5422 -0.1513 0.1647 0.373
H 2.3527 0.7276 -0.8152 0.287
H 1.6037 -0.7689 1.7678 0.359
H -3.2612 -0.8382 0.2825 0.338
```

Computed properties:
2S+1	1
energy	-418.054686	a.u.
total charge	0
SMILES string	CC#[N+][O-].C/C=C/C#N
molar mass	124.1	g/mol
max |F|	1.76	eV Å⁻¹
ΔE to the lowest compared entry with this formula, charge and spin	80.7	kcal per mole
Kohn-Sham gap	10.3	eV
E_HOMO	-0.3507	Eh

---

Record 2
ORCA calculation (ωB97M-V/def2-TZVPD) on 2 unconnected molecules or ions with the total composition C3H10N2 in a non-equilibrium geometry.

```
15
Properties=species:S:1:pos:R:3:mulliken_charge:R:1
N 3.6745 -3.1330 -0.6991 -0.636
N 1.4645 -3.0369 -1.5236 -0.508
C 2.8532 -3.0676 -1.6557 0.005
C -2.9025 2.1663 1.1273 -0.806
C -1.7191 3.0403 1.4071 -0.787
H -1.4485 3.6780 0.5437 0.254
H -0.7135 2.6059 1.5730 0.289
H 4.6492 -3.1072 -0.9569 0.249
H 3.2873 -3.1879 -2.6812 0.305
H 1.0552 -2.2869 -2.0569 0.248
H 1.5048 -3.0557 -0.5001 0.337
H -3.5983 2.5387 0.3721 0.272
H -3.6227 1.9832 1.9485 0.274
H -2.6473 1.1453 0.8346 0.257
H -1.8368 3.7176 2.2671 0.248
```

Computed properties:
2S+1	1
energy	-229.769322	a.u.
total charge	0
SMILES string	[H]/N=C/N.CC
molar mass	74.1	g/mol
max |F|	3.23	eV Å⁻¹
ΔE to the lowest compared entry with this formula, charge and spin	25.1	kcal per mole
Kohn-Sham gap	10.7	eV
E_HOMO	-0.3582	Eh